No. 1
Molecular formula: C5H4GaO4
Method: DFT, ωB97M-V with the def2-TZVPD basis set

**HOMO (spin up / spin down)**: -17.28 / -17.28 eV
**LUMO energy (spin up / spin down)**: -7.85 / -12.64 eV
**Frontier orbital gap (spin up / spin down)**: 9.4 / 4.6 eV
**Total charge**: +2
**Multiplicity**: 2

The geometry in XYZ format:
```
14
Properties=species:S:1:pos:R:3:forces:R:3
C 1.276 -0.276 -0.391 -0.3 0.1 -0.4
C 2.039 0.130 -1.235 -1.0 -0.4 1.0
H 2.714 0.505 -1.985 0.0 -0.3 0.2
H 0.906 -2.633 1.511 0.0 0.0 -0.1
O 0.278 -0.582 0.503 1.6 0.9 -0.4
C -0.393 -1.737 0.428 1.1 0.0 0.0
O -1.470 -1.721 -0.152 2.4 2.7 1.2
O 0.085 -2.784 1.001 -0.3 0.3 -0.1
Ga -2.666 -2.942 -0.641 -3.6 -3.5 -1.5
C -0.468 2.516 0.315 4.8 1.5 -1.2
C -1.438 1.860 0.647 -1.9 -0.4 0.3
O 0.724 2.965 0.071 -3.1 -1.0 1.2
H -2.419 1.438 0.777 0.1 0.0 0.2
H 0.832 3.262 -0.850 0.1 0.3 -0.5
```
Positions in Å, forces in eV/Å.



No. 2
Molecular formula: C2H3NO2S
Method: DFT, ωB97M-V with the def2-TZVPD basis set

**HOMO**: -10.06 eV
**LUMO energy**: -0.04 eV
**Frontier orbital gap**: 10.0 eV
**Multiplicity**: 1

The geometry in XYZ format:
```
9
Properties=species:S:1:pos:R:3:forces:R:3
C -0.318 0.399 -0.143 1.0 0.2 -0.4
C 0.379 -0.876 0.417 1.1 -0.2 -0.4
H 1.430 0.798 -1.048 1.8 -0.6 -0.3
H 0.205 1.981 -1.317 0.0 0.1 -0.1
H -1.697 -1.087 1.330 0.4 -0.2 0.0
N 0.524 1.120 -0.922 -2.1 0.1 0.7
O -1.459 0.677 0.112 -0.7 0.1 0.2
O 1.537 -1.125 0.128 -1.1 0.3 0.3
S -0.601 -1.886 1.442 -0.3 0.1 0.1
```
Positions in Å, forces in eV/Å.



No. 3
Molecular formula: C20H44BClI2N4O7PS
Method: DFT, ωB97M-V with the def2-TZVPD basis set

**HOMO**: -4.43 eV
**LUMO energy**: 2.13 eV
**Frontier orbital gap**: 6.6 eV
**Total charge**: -1
**Multiplicity**: 1

The geometry in XYZ format:
```
81
Properties=species:S:1:pos:R:3:forces:R:3
C 3.932 5.823 1.320 -0.1 0.1 0.0
C 3.356 5.448 -0.054 0.1 0.0 0.0
C 1.840 5.567 -0.267 -0.1 0.1 0.1
C 0.954 4.975 0.836 0.1 -0.1 0.1
S 0.595 6.165 2.205 0.1 0.0 -0.2
O 1.533 3.809 1.356 -0.1 0.0 -0.2
B 1.134 2.698 0.415 0.1 0.0 0.0
P 0.917 1.090 1.653 -0.1 0.1 -0.1
O 0.809 1.825 3.120 -0.1 0.0 0.2
Cl -1.124 0.601 1.255 0.0 0.0 0.0
O -0.056 3.233 -0.296 0.0 -0.2 0.0
C -0.398 4.419 0.323 -0.2 0.1 0.3
C -1.283 5.360 -0.500 0.1 0.0 0.0
I -0.928 5.190 -2.616 0.1 -0.1 -0.1
C -2.798 5.316 -0.252 0.1 0.0 -0.2
C -3.215 6.339 0.788 0.0 0.0 0.2
I -3.512 3.361 0.281 0.0 -0.1 0.1
H 4.805 5.210 1.552 0.0 0.0 -0.1
H 3.212 5.660 2.118 0.1 -0.1 0.0
H 4.248 6.871 1.352 -0.1 0.0 0.0
H 3.822 6.081 -0.816 0.1 -0.1 0.0
H 3.645 4.423 -0.290 -0.1 0.0 0.1
H 1.545 6.602 -0.477 0.0 0.0 0.0
H 1.604 4.991 -1.164 0.1 0.1 0.0
H 1.330 7.171 1.714 0.0 0.0 0.1
H 1.987 2.360 -0.398 0.0 0.1 0.1
H 0.656 2.779 3.027 0.2 -0.1 -0.2
H -0.994 4.222 1.240 0.1 0.1 0.0
H -0.966 6.378 -0.260 0.0 0.0 -0.1
H -3.331 5.485 -1.181 0.0 0.2 0.2
H -2.601 6.256 1.689 0.0 0.0 0.0
H -3.080 7.344 0.378 0.0 0.0 0.0
H -4.261 6.223 1.067 0.0 0.0 -0.1
C 2.185 -3.273 2.440 0.0 0.0 -0.1
O 3.129 -4.033 2.621 0.0 0.0 0.0
N 0.973 -3.670 2.022 0.1 0.0 0.0
C -0.119 -2.731 1.846 0.0 0.1 0.0
C 0.773 -5.075 1.715 0.0 0.0 0.0
H 2.261 -2.184 2.586 0.0 0.0 0.1
H -0.971 -2.997 2.474 0.0 0.0 0.0
H -0.455 -2.703 0.808 0.0 0.0 0.0
H 0.219 -1.733 2.116 0.0 0.0 0.0
H 0.980 -5.692 2.593 0.0 0.0 0.0
H 1.447 -5.402 0.921 0.0 0.0 0.0
H -0.258 -5.220 1.398 0.0 0.0 0.0
C -4.482 5.786 -3.505 0.0 -0.1 -0.3
O -4.857 6.281 -2.458 -0.1 0.1 0.0
N -4.836 4.558 -3.934 -0.2 0.1 0.1
C -4.360 4.015 -5.182 0.1 0.0 0.0
C -5.674 3.745 -3.063 0.2 0.1 -0.1
H -3.813 6.313 -4.205 0.0 0.0 0.0
H -5.189 3.768 -5.851 0.0 0.0 0.0
H -3.766 3.113 -5.021 0.0 0.0 0.0
H -3.729 4.754 -5.675 0.0 0.0 0.0
H -6.619 4.247 -2.854 0.0 0.0 0.0
H -5.147 3.583 -2.124 -0.2 -0.1 0.1
H -5.862 2.788 -3.546 0.0 0.0 0.0
C -2.350 -7.110 0.255 0.1 0.0 0.1
O -2.341 -5.915 0.469 -0.1 0.0 0.0
N -2.308 -8.053 1.223 0.0 0.1 0.0
C -2.300 -9.464 0.921 0.0 0.0 -0.1
C -2.257 -7.614 2.606 0.0 0.0 0.0
H -2.384 -7.534 -0.763 0.0 0.0 0.0
H -3.164 -9.971 1.358 0.0 0.0 0.0
H -1.393 -9.947 1.292 0.0 0.0 0.0
H -2.337 -9.596 -0.160 0.0 0.0 0.0
H -3.132 -7.013 2.856 0.0 0.0 0.0
H -1.372 -7.004 2.791 0.0 0.0 0.0
H -2.227 -8.492 3.249 0.0 0.0 0.0
C 4.084 -6.578 -1.658 0.0 0.0 0.0
O 2.985 -6.877 -1.230 0.0 0.0 0.0
N 5.030 -5.921 -0.960 -0.1 -0.1 0.0
C 6.321 -5.615 -1.526 0.0 0.0 -0.1
C 4.734 -5.504 0.404 0.0 0.0 0.0
H 4.406 -6.828 -2.685 0.0 0.0 0.0
H 7.126 -6.080 -0.952 0.0 0.0 0.0
H 6.499 -4.538 -1.552 0.0 0.0 0.0
H 6.365 -5.994 -2.547 0.0 0.0 0.0
H 4.460 -6.360 1.020 0.0 0.0 0.0
H 3.906 -4.800 0.441 0.0 0.0 0.0
H 5.614 -5.024 0.825 0.0 0.0 0.0
```
Positions in Å, forces in eV/Å.



No. 4
Molecular formula: C2H7S2
Method: DFT, ωB97M-V with the def2-TZVPD basis set

**HOMO**: -2.82 eV
**LUMO energy**: 3.87 eV
**Frontier orbital gap**: 6.7 eV
**Total charge**: -1
**Multiplicity**: 1

The geometry in XYZ format:
```
11
Properties=species:S:1:pos:R:3:forces:R:3
C 1.534 -1.628 0.997 0.0 0.2 0.4
S 1.511 0.067 0.407 0.1 0.7 -0.4
H 2.583 -1.909 1.169 -0.4 -0.2 -0.1
H 0.987 -1.640 1.948 0.1 -0.5 -0.2
H 1.043 -2.265 0.256 0.2 -0.1 0.2
H 0.226 -0.089 -0.448 0.1 0.0 0.2
C -1.570 1.642 -0.811 -0.6 -0.8 0.2
S -1.365 -0.135 -1.242 0.0 0.1 0.1
H -0.797 2.210 -1.303 0.5 0.4 0.3
H -2.506 1.963 -1.263 -0.2 0.1 0.1
H -1.646 1.784 0.292 0.4 0.1 -0.8
```
Positions in Å, forces in eV/Å.



No. 5
Molecular formula: C5H7N3O2S
Method: DFT, ωB97M-V with the def2-TZVPD basis set

**HOMO (spin up / spin down)**: -8.22 / -8.22 eV
**LUMO energy (spin up / spin down)**: -0.56 / -0.56 eV
**Frontier orbital gap (spin up / spin down)**: 7.7 / 7.7 eV
**Multiplicity**: 1

The geometry in XYZ format:
```
18
Properties=species:S:1:pos:R:3:forces:R:3
C 0.636 0.641 0.085 -0.7 -0.4 1.3
C -1.341 -0.657 -0.153 -4.3 -2.5 -0.3
C 2.286 -1.026 -0.164 -2.0 1.2 -0.2
C 2.903 1.113 0.904 -0.6 1.7 -2.8
C -3.713 -2.077 -0.239 1.3 -1.3 -1.4
N -0.289 -0.228 0.179 2.3 1.9 -0.7
N 1.932 0.191 0.178 3.5 -0.9 1.9
N 3.626 -1.369 0.053 0.3 -1.8 -0.6
O 3.862 -2.267 0.856 0.2 1.0 0.1
O 4.371 -1.000 -0.845 0.7 0.4 0.3
S -2.522 -1.310 0.902 -0.2 -0.1 0.2
H 0.433 1.624 0.441 0.0 0.8 -0.4
H 2.406 2.136 0.852 1.0 -1.2 0.0
H 3.179 0.944 1.925 -0.3 -0.9 0.5
H 3.791 1.074 0.231 -0.4 0.5 0.9
H -3.152 -3.015 -0.742 -1.7 2.5 0.8
H -4.149 -1.296 -0.857 0.9 -0.1 -1.0
H -4.661 -2.363 0.181 0.2 -0.7 1.3
```
Positions in Å, forces in eV/Å.



No. 6
Molecular formula: C24H27N2O
Method: DFT, ωB97M-V with the def2-TZVPD basis set

**HOMO**: -11.45 eV
**LUMO energy**: -2.29 eV
**Frontier orbital gap**: 9.2 eV
**Total charge**: +1
**Multiplicity**: 1

The geometry in XYZ format:
```
54
Properties=species:S:1:pos:R:3:forces:R:3
O -3.049 -1.215 1.494 0.1 -0.1 0.0
C -3.899 -0.242 1.072 -0.3 0.3 -0.1
C -4.839 0.342 1.914 0.1 -0.1 0.0
C -5.664 1.348 1.445 0.1 0.0 -0.1
C -5.563 1.782 0.133 0.0 0.1 -0.1
C -4.639 1.196 -0.711 0.0 -0.1 0.2
C -3.802 0.184 -0.257 0.2 -0.2 0.1
C -2.811 -0.470 -1.177 -0.7 -0.2 0.2
N -1.577 0.355 -1.339 -0.2 0.2 -0.1
H -1.865 1.287 -1.662 0.0 -0.1 0.0
C -0.859 0.540 -0.056 0.6 0.3 0.7
C 0.380 1.428 -0.268 -0.2 -0.1 0.0
N 1.262 0.961 -1.302 0.1 0.1 -0.2
C 0.551 0.721 -2.525 -0.2 -0.2 0.0
C -0.659 -0.215 -2.350 0.7 -0.1 -0.6
H -1.189 -0.333 -3.296 -0.1 0.0 0.1
H -0.330 -1.195 -1.994 -0.2 0.1 0.0
H 1.226 0.298 -3.269 -0.1 0.0 0.0
H 0.195 1.687 -2.910 0.0 0.0 -0.1
C 2.342 0.041 -0.943 0.1 0.0 -0.1
C 1.845 -1.271 -0.361 0.1 -0.2 -0.1
C 1.507 -1.387 0.984 0.1 -0.1 -0.1
C 1.000 -2.575 1.483 0.0 0.1 0.1
C 0.825 -3.665 0.646 0.0 -0.1 0.0
C 1.173 -3.566 -0.690 -0.1 -0.1 0.0
C 1.680 -2.377 -1.188 0.1 0.1 0.1
H 1.970 -2.315 -2.229 0.1 0.0 -0.1
H 1.061 -4.417 -1.345 0.0 -0.1 -0.1
H 0.436 -4.592 1.037 0.0 -0.1 0.0
H 0.752 -2.652 2.530 0.0 0.0 0.1
H 1.664 -0.552 1.651 0.0 0.1 0.1
C 3.360 0.732 -0.054 0.0 0.0 0.0
C 4.255 -0.025 0.694 0.0 0.0 0.0
C 5.216 0.593 1.474 0.1 0.0 0.0
C 5.300 1.974 1.512 0.0 0.0 0.0
C 4.429 2.733 0.750 0.1 0.1 0.0
C 3.469 2.116 -0.033 0.0 0.0 0.0
H 2.808 2.712 -0.643 -0.1 0.1 0.0
H 4.500 3.810 0.758 0.0 0.1 0.0
H 6.048 2.456 2.122 0.1 0.0 0.1
H 5.902 -0.008 2.050 0.1 -0.1 0.1
H 4.207 -1.103 0.661 0.0 -0.1 0.0
H 2.855 -0.183 -1.888 -0.1 0.0 0.1
H 0.932 1.502 0.668 -0.1 0.1 0.0
H 0.043 2.439 -0.538 0.0 0.0 0.1
H -1.534 1.008 0.661 -0.1 -0.1 -0.1
H -0.573 -0.445 0.316 -0.2 0.1 -0.2
H -3.251 -0.611 -2.167 0.2 0.0 0.0
H -2.513 -1.438 -0.770 0.2 0.1 -0.2
H -4.576 1.514 -1.742 0.0 0.0 -0.2
H -6.209 2.564 -0.231 -0.1 0.1 0.0
H -6.390 1.791 2.107 -0.1 0.0 0.1
H -4.922 0.002 2.936 0.0 0.0 0.1
H -3.274 -1.485 2.392 0.0 0.0 -0.1
```
Positions in Å, forces in eV/Å.



No. 7
Molecular formula: C46H38BCl2N12O2P2ReSe2
Method: DFT, ωB97M-V with the def2-TZVPD basis set

**HOMO (spin up / spin down)**: -6.59 / -6.59 eV
**LUMO energy (spin up / spin down)**: -0.04 / -0.43 eV
**Frontier orbital gap (spin up / spin down)**: 6.5 / 6.2 eV
**Multiplicity**: 3

The geometry in XYZ format:
```
106
Properties=species:S:1:pos:R:3:forces:R:3
Re 1.443 0.192 -0.031 0.0 1.4 0.3
C 1.150 -4.062 0.348 0.0 0.0 0.0
C 0.815 -2.892 -0.330 0.0 -0.1 0.0
N 1.536 -1.880 0.147 0.0 -0.2 -0.1
N 2.341 -2.364 1.113 0.0 -0.1 0.2
C 2.113 -3.676 1.265 0.0 -0.1 -0.1
B 3.229 -1.378 1.950 0.1 0.1 0.3
N 4.120 -0.583 0.998 0.1 -0.1 0.0
C 5.442 -0.357 0.968 0.0 0.0 -0.1
C 5.707 0.513 -0.069 -0.1 0.1 0.0
C 4.461 0.798 -0.630 0.1 -0.1 0.0
N 3.511 0.137 0.027 0.7 0.0 -0.1
N 2.210 -0.409 2.632 0.0 0.2 -0.5
C 1.023 -0.831 3.184 -0.1 0.1 0.1
C 0.531 0.142 3.994 0.0 0.0 0.1
C 1.459 1.191 3.938 0.1 -0.1 0.0
N 2.473 0.839 3.153 -0.2 0.2 0.5
N 4.031 -2.207 2.927 0.2 0.0 -0.1
C 4.992 -3.122 2.619 0.0 0.1 0.0
C 5.430 -3.675 3.794 0.0 0.0 0.0
C 4.661 -3.029 4.785 0.0 0.0 0.0
N 3.822 -2.157 4.258 -0.1 0.0 0.0
H 0.739 -5.046 0.205 0.0 0.0 0.0
H 0.112 -2.735 -1.134 0.0 0.1 0.1
H 2.645 -4.256 2.002 0.0 0.1 0.0
H 6.105 -0.813 1.684 -0.1 0.0 0.0
H 6.662 0.916 -0.360 0.0 0.0 0.0
H 4.194 1.435 -1.459 0.0 0.1 0.1
H 0.617 -1.795 2.934 0.0 0.0 -0.1
H -0.396 0.131 4.540 0.0 0.0 0.0
H 1.443 2.161 4.402 0.1 0.0 0.0
H 5.282 -3.304 1.595 0.0 0.0 0.0
H 6.189 -4.428 3.925 0.0 0.0 0.0
H 4.686 -3.166 5.855 0.0 0.0 0.0
Se -5.085 1.050 -2.403 -0.1 0.1 0.0
P -4.338 -0.553 -1.271 0.1 -0.2 0.0
C -4.060 -2.082 -2.229 0.1 0.1 0.0
C -3.113 -3.018 -1.816 0.0 0.0 0.0
C -2.960 -4.206 -2.516 0.0 0.0 0.1
C -3.750 -4.462 -3.628 0.0 0.0 -0.1
C -4.683 -3.526 -4.048 0.0 0.0 0.0
C -4.836 -2.334 -3.354 0.0 0.0 0.0
C -5.440 -1.074 0.079 0.1 0.1 0.0
C -5.116 -2.145 0.913 -0.1 0.0 0.0
C -5.984 -2.513 1.927 0.1 0.0 0.0
C -7.179 -1.828 2.107 0.0 0.0 0.0
C -7.509 -0.775 1.271 0.0 0.0 0.0
C -6.639 -0.396 0.257 0.0 0.0 0.1
C -2.724 -0.266 -0.511 0.0 0.1 0.0
C -1.503 0.162 -1.028 0.0 -0.1 0.1
N -0.610 0.029 -0.005 -0.8 0.0 -0.1
N -1.246 -0.436 1.060 -0.2 0.0 -0.1
N -2.509 -0.616 0.777 0.0 -0.1 0.0
P -0.826 0.724 -2.577 -0.1 0.0 -0.2
Se 1.315 0.221 -2.475 -0.1 0.0 0.2
C -1.573 -0.094 -4.002 0.0 0.1 0.1
C -2.578 0.545 -4.724 0.1 0.0 0.0
C -3.132 -0.085 -5.827 0.0 0.0 -0.1
C -2.679 -1.335 -6.217 0.0 0.0 0.0
C -1.663 -1.965 -5.508 0.0 0.0 0.0
C -1.109 -1.347 -4.399 -0.1 0.0 0.0
C -1.096 2.489 -2.762 0.1 -0.1 0.2
C -0.272 3.192 -3.639 -0.1 0.0 0.0
C -0.464 4.551 -3.809 0.0 0.0 -0.1
C -1.467 5.205 -3.103 0.0 0.0 0.0
C -2.275 4.504 -2.220 0.0 0.0 0.0
C -2.089 3.141 -2.040 0.0 0.0 0.0
H -2.500 -2.823 -0.942 0.0 0.0 0.0
H -2.227 -4.933 -2.188 0.0 0.0 0.0
H -3.635 -5.393 -4.170 0.0 0.0 0.0
H -5.296 -3.722 -4.920 0.0 0.0 0.0
H -5.553 -1.589 -3.679 0.0 0.0 0.0
H -4.188 -2.680 0.782 0.0 0.0 0.0
H -5.723 -3.335 2.581 0.0 0.0 0.0
H -7.853 -2.119 2.904 0.0 0.0 0.0
H -8.443 -0.244 1.405 0.0 0.0 0.0
H -6.883 0.433 -0.396 0.0 0.0 0.0
H -2.918 1.527 -4.428 0.0 0.0 0.0
H -3.918 0.410 -6.383 0.0 0.0 0.0
H -3.111 -1.822 -7.082 0.0 0.0 0.0
H -1.294 -2.932 -5.823 0.0 0.0 0.0
H -0.303 -1.821 -3.853 0.0 0.0 0.0
H 0.528 2.679 -4.158 0.0 0.0 0.0
H 0.180 5.104 -4.480 0.0 0.0 0.0
H -1.611 6.269 -3.235 0.0 0.0 0.0
H -3.051 5.015 -1.663 0.0 0.0 0.0
H -2.720 2.593 -1.352 0.0 0.0 0.0
C 0.946 4.526 0.334 0.0 -0.1 0.0
C 1.491 3.264 -0.291 0.4 0.4 -0.1
O 2.081 3.297 -1.359 -0.1 -0.3 0.2
O 1.256 2.183 0.415 -0.1 -1.1 -0.3
H 1.549 5.375 0.023 0.0 0.0 0.0
H 0.925 4.445 1.418 0.0 0.0 0.0
H -0.074 4.669 -0.034 0.0 0.0 0.0
Cl 4.430 4.011 1.443 0.0 -0.1 -0.2
C 4.608 3.653 3.128 -0.1 -0.1 0.2
C 5.232 4.598 3.917 0.0 0.0 0.0
C 5.352 4.405 5.283 0.1 0.1 0.0
C 4.884 3.227 5.831 -0.1 0.0 0.1
C 4.287 2.265 5.033 0.1 0.0 -0.2
Cl 3.914 0.752 5.803 -0.1 0.0 -0.1
C 4.082 2.436 3.637 -0.1 0.1 0.3
N 3.538 1.551 2.743 0.3 -0.3 -0.4
H 5.616 5.495 3.449 -0.1 0.0 0.0
H 5.817 5.157 5.906 0.0 0.0 0.0
H 4.999 3.025 6.889 0.0 0.0 0.0
```
Positions in Å, forces in eV/Å.



No. 8
Molecular formula: C10H15Cl4NO5P2
Method: DFT, ωB97M-V with the def2-TZVPD basis set

**HOMO**: -9.07 eV
**LUMO energy**: -1.85 eV
**Frontier orbital gap**: 7.2 eV
**Multiplicity**: 1

The geometry in XYZ format:
```
37
Properties=species:S:1:pos:R:3:forces:R:3
N -3.461 -4.184 -0.797 -0.6 0.3 -0.6
P -3.849 -3.219 -1.994 0.2 -0.9 1.5
C -3.533 -1.487 -1.492 0.2 0.6 -0.9
C -3.289 -1.234 -0.213 0.1 0.2 0.4
C -3.038 0.176 0.266 0.1 -0.2 0.1
O -3.297 0.498 1.399 0.1 0.2 -0.3
C -2.443 1.107 -0.766 -1.5 -0.6 -1.0
C -2.686 0.848 -2.059 0.0 0.7 -0.1
P -1.923 1.939 -3.323 0.5 -0.7 -1.5
O -2.100 1.416 -4.669 -0.4 0.0 -0.1
O -0.345 1.961 -2.927 -1.1 0.3 0.8
O -2.453 3.443 -3.203 0.3 -0.6 0.7
C -3.535 -0.334 -2.471 0.2 -0.6 0.2
O -4.162 -0.406 -3.496 0.1 0.2 0.1
H -4.319 -4.676 -0.558 0.3 -0.2 0.4
H -3.090 -3.508 -3.146 -0.3 0.7 -0.2
H -5.221 -3.304 -2.320 0.3 0.3 -0.5
H -3.300 -2.026 0.535 -0.1 0.1 -0.1
H -1.830 1.961 -0.542 -0.6 0.3 0.5
H -0.177 1.178 -2.382 0.4 0.1 0.0
H -2.353 3.797 -2.309 0.0 0.2 -0.1
Cl 2.732 -1.005 0.459 0.0 0.0 0.0
C 2.561 0.761 0.634 0.1 0.1 0.0
C 1.272 1.138 1.317 0.2 0.0 0.2
Cl -0.161 0.787 0.298 1.6 -0.3 0.7
H 2.638 1.207 -0.355 -0.1 -0.1 0.0
H 3.403 1.107 1.232 -0.1 0.0 0.1
H 1.260 2.208 1.517 0.0 0.0 -0.1
H 1.150 0.611 2.259 0.0 -0.1 -0.1
Cl 3.746 0.520 4.152 0.0 0.0 -0.1
C 5.054 -0.371 3.326 0.0 -0.2 0.0
C 6.409 -0.057 3.907 0.1 -0.1 0.0
Cl 6.913 1.618 3.563 0.0 0.0 0.0
H 5.010 -0.132 2.266 0.0 0.0 0.0
H 4.837 -1.431 3.445 0.0 0.0 0.0
H 7.158 -0.711 3.464 0.0 0.0 -0.1
H 6.423 -0.198 4.985 0.0 0.1 0.0
```
Positions in Å, forces in eV/Å.



Taking the records one at a time from the top gives strongest force on any atom values of 5.3 2.2 0.4 1.1 5.0 1.0 1.4 1.9 eV/A.
Taking the records one at a time from the top gives total energy values of -2417.7534 -681.4568 -3354.3332 -876.7880 -907.3625 -1115.2807 -9092.5173 -3344.4822 hartree.